ORCA calculation (ωB97M-V/def2-TZVPD) on a cluster of 5 separate species, C18H50N4O5 in total in a non-equilibrium geometry.

The geometry in XYZ format:
```
77
Properties=species:S:1:pos:R:3:forces:R:3
C -14.150820 4.160010 -15.352390 0.14 0.08 -0.78
O -14.249970 3.014030 -14.557000 -0.04 -0.88 0.45
C -13.049670 2.245490 -14.528700 0.20 0.47 -0.09
C -13.270270 0.854130 -14.011510 -1.56 -0.77 -0.60
C -13.804730 0.746090 -12.602520 -0.83 0.96 -0.22
N -12.131750 0.017840 -14.204680 1.91 -0.90 -0.15
H -13.402420 3.989240 -16.126240 0.23 0.22 -0.13
H -13.897820 5.067680 -14.804470 0.17 -0.01 0.29
H -15.085250 4.346170 -15.881810 -0.26 -0.13 0.26
H -12.710730 2.035820 -15.543220 0.22 0.60 -0.36
H -12.270210 2.799210 -14.005320 0.21 -0.01 0.14
H -14.021730 0.515790 -14.724910 -0.77 -0.20 0.14
H -13.341130 1.564820 -12.052200 -0.03 -0.28 0.59
H -13.771310 -0.208820 -12.077990 0.60 -0.02 -0.31
H -14.868150 0.963400 -12.702580 -0.10 0.31 0.37
H -11.667870 0.129230 -15.094910 0.14 0.83 -0.24
H -12.413960 -0.945690 -14.314540 -0.31 -0.24 0.68
C -18.028630 5.908740 -14.552890 0.61 -1.32 -1.20
O -17.854930 5.626290 -16.045520 -0.53 0.93 3.32
C -17.727220 6.828730 -16.741380 -1.02 0.43 -0.60
C -17.435450 6.561890 -18.196630 1.34 1.80 -1.14
C -15.952130 6.353560 -18.374130 0.80 -1.17 0.22
N -17.679840 7.777580 -18.977600 -1.44 0.82 -0.33
H -18.919740 6.430380 -14.203710 -0.50 -0.08 -0.95
H -17.222590 6.471110 -14.081560 0.56 0.10 -0.71
H -17.998390 4.919200 -14.096830 -0.17 0.05 -0.12
H -18.613580 7.462980 -16.755300 -0.73 -0.27 0.38
H -16.988280 7.487590 -16.285350 0.65 -0.10 -0.09
H -18.112690 5.905620 -18.743200 0.20 -0.93 0.92
H -15.581380 5.463910 -17.865040 0.19 -0.11 0.02
H -15.460850 7.229350 -17.950190 0.08 -0.05 0.20
H -15.618730 6.332740 -19.411690 -0.24 -0.29 -0.14
H -17.197780 8.616070 -18.686640 0.28 -0.13 0.24
H -17.412920 7.579920 -19.931420 -0.02 0.25 -0.09
C -15.302880 1.337540 -18.550420 -2.04 0.66 1.41
O -15.520950 1.785760 -19.850640 0.38 0.01 -1.57
C -16.752980 2.510200 -20.091430 0.91 0.41 1.13
C -16.695880 3.239850 -21.450400 -0.71 -1.83 1.91
C -17.965230 4.147710 -21.635290 1.25 -0.59 -1.67
N -16.525900 2.170080 -22.450160 -0.21 0.52 -0.93
H -16.215840 0.873530 -18.177180 -0.24 -0.73 -0.06
H -15.285090 2.182930 -17.862590 0.74 0.41 0.16
H -14.488910 0.648290 -18.325740 0.25 0.26 -0.95
H -17.603080 1.831280 -20.024310 -0.16 -0.22 -0.21
H -16.861510 3.223230 -19.274160 -0.09 0.31 0.22
H -15.769490 3.813830 -21.428950 -0.17 0.30 -0.22
H -18.201500 4.903320 -20.886060 0.44 -0.28 0.20
H -18.878380 3.619520 -21.909620 0.07 -0.46 0.45
H -17.705340 4.635920 -22.574550 -0.26 0.59 -0.01
H -15.747960 1.577430 -22.197830 0.54 0.40 0.18
H -17.273170 1.491070 -22.424890 -0.69 0.30 0.04
C -5.108420 0.847220 -12.642150 -0.55 -1.78 0.45
O -6.249480 0.062980 -13.086470 0.65 0.44 -0.57
C -7.308760 0.803370 -13.637380 -0.84 1.37 0.07
C -8.205660 1.358490 -12.515710 -0.13 -0.76 1.70
C -9.002830 0.284230 -11.643490 -0.19 1.20 -1.55
N -9.092410 2.499940 -12.890930 0.24 -1.42 -0.29
H -4.774250 1.619790 -13.334660 -0.37 0.11 0.06
H -4.323570 0.100540 -12.521340 0.19 0.05 -0.36
H -5.274570 1.158240 -11.610770 -0.16 0.77 -0.17
H -6.982010 1.697140 -14.168900 0.70 0.41 0.09
H -7.813790 0.317230 -14.472080 -0.20 -1.05 0.44
H -7.431780 1.739950 -11.849610 -0.12 0.35 0.26
H -9.362400 0.699380 -10.701970 0.98 0.02 0.50
H -8.473970 -0.666900 -11.582270 -0.16 0.13 0.30
H -9.988080 0.187150 -12.099500 0.06 -0.75 -0.72
H -9.941250 2.289060 -12.385850 -0.27 0.55 0.84
H -9.482590 2.216570 -13.778380 0.15 0.33 -0.97
C -9.882790 1.811160 -17.316570 -0.53 0.51 -0.22
C -9.317430 2.969810 -16.519480 0.68 -0.82 -0.09
O -10.255130 3.327530 -15.553000 -1.17 0.58 0.42
H -10.886590 2.148790 -17.574460 -0.22 -0.24 -0.17
H -9.982060 0.887900 -16.745740 0.21 0.05 0.06
H -9.371750 1.627480 -18.261660 0.24 -0.05 0.20
H -9.118360 3.825860 -17.164180 0.30 -0.07 -0.18
H -8.441910 2.675220 -15.940880 0.69 0.00 -0.55
H -9.936780 4.151240 -15.176480 -0.16 0.05 0.40
```
Positions in Å, forces in eV/Å.

net charge = 0
DFT total energy = -35669.64765 eV
HOMO = -9.10 eV
F_max = 3.5 eV Å⁻¹
ΔE to the lowest compared entry with this formula, charge and spin = 64.79 kcal/mol
HOMO-LUMO gap = 9.739 eV



ORCA calculation (ωB97M-V/def2-TZVPD) on a cluster of 8 separate species, C20H22Cl14N2S2 in total in a non-equilibrium geometry.

The geometry in XYZ format:
```
60
Properties=species:S:1:pos:R:3:forces:R:3
S -4.056154 2.086319 0.116334 5.16 -1.86 0.89
C -2.514402 1.442182 0.458263 1.19 -2.01 3.61
N -1.429935 0.835744 1.104081 -5.47 1.69 -5.96
C -0.872782 -0.267485 0.231857 2.55 -3.16 -2.45
C -1.743266 -1.560881 -0.316130 3.24 -0.26 -1.27
C -1.052564 -2.740784 -1.274521 2.76 2.91 0.97
C 0.555400 -2.658575 -1.714846 -2.02 3.37 2.99
C 1.398706 -1.371439 -1.142410 -3.00 0.16 1.47
C 0.748336 -0.177975 -0.167702 -2.51 -2.97 -1.10
N 1.566706 0.979077 0.362356 1.11 -2.13 -1.18
C 2.892209 0.531364 0.957419 4.14 -1.14 2.13
C 3.405602 1.065062 2.456812 1.91 -2.92 -2.85
C 4.869832 0.533884 3.046728 -0.59 -0.96 -2.68
C 5.892830 -0.460122 2.231554 -4.41 1.25 -2.04
C 5.385040 -0.994959 0.738715 -2.14 2.22 2.30
C 3.924976 -0.517744 0.163548 0.38 1.35 3.06
S 3.258266 -1.139074 -1.516047 -2.03 0.64 2.44
H -2.890447 -1.710740 -0.047196 2.92 0.60 -0.60
H -1.658588 -3.686158 -1.671816 1.28 2.47 1.13
H 1.096859 -3.473374 -2.370789 -1.31 1.89 1.52
H 1.730879 1.641050 -0.455009 -0.05 -1.04 1.35
H 2.685557 1.785370 3.045261 1.76 -1.62 -1.20
H 5.208103 0.901392 4.130329 -0.92 -0.84 -2.72
H 6.939763 -0.822582 2.664879 -2.66 0.99 -1.00
H 6.051871 -1.723050 0.070083 -1.78 1.98 1.97
Cl -4.903001 -1.437181 1.389720 0.02 -0.03 0.02
C -6.131334 -0.522558 2.272630 0.00 0.31 0.07
Cl -7.173151 -1.598713 3.211522 -0.06 0.10 0.02
H -5.635500 0.174793 2.952294 -0.05 -0.36 -0.18
H -6.744325 0.031843 1.557871 0.39 -0.47 0.34
Cl 0.277875 3.357546 -3.052583 0.06 -0.16 0.01
C -1.244709 3.898343 -2.335546 -0.06 -0.20 0.05
Cl -1.129888 5.575419 -1.788512 -0.13 0.00 0.05
H -2.037345 3.821699 -3.083844 0.94 -0.04 0.52
H -1.481658 3.260562 -1.480508 0.15 0.21 -0.16
Cl -2.424175 3.237917 5.115070 -0.12 -0.05 -0.01
C -1.810067 3.371915 3.462864 -0.15 -0.18 -0.33
Cl -0.262566 4.225700 3.426767 -0.01 -0.03 -0.13
H -1.672570 2.368730 3.051999 0.09 0.26 0.22
H -2.534398 3.922374 2.857605 0.21 -0.03 0.24
Cl 5.778954 -2.339734 -2.083739 0.46 -0.68 -0.65
C 7.117985 -3.447161 -2.408496 0.13 -0.16 0.17
Cl 8.020230 -2.950223 -3.845165 0.11 -0.11 -0.02
H 7.792435 -3.451631 -1.548734 -0.13 0.07 -0.24
H 6.718243 -4.451372 -2.569017 0.03 0.67 0.02
Cl -8.206293 1.523500 0.691036 -0.38 0.35 -0.35
C -7.845138 2.984122 1.618947 -0.07 0.38 -0.03
Cl -6.948141 2.596292 3.092038 -0.03 0.26 0.05
H -7.243747 3.657232 1.003039 -0.08 -0.25 0.15
H -8.783329 3.473265 1.891964 0.23 -0.26 -0.02
Cl -6.095998 3.155875 -2.129038 -0.32 0.01 -0.20
C -5.481889 3.289873 -3.781243 -0.22 -0.15 -0.37
Cl -3.934388 4.143658 -3.817340 -0.89 0.14 -0.45
H -5.344392 2.286688 -4.192108 0.05 0.26 0.23
H -6.206220 3.840332 -4.386502 0.22 -0.05 0.26
Cl 7.304925 -6.683687 -2.739079 0.16 -0.54 -0.13
C 6.856357 -7.442562 -1.206839 0.02 -0.39 0.16
Cl 6.122390 -6.269386 -0.106856 -0.01 -0.05 0.05
H 6.139199 -8.243374 -1.402998 0.13 0.32 0.00
H 7.752835 -7.856601 -0.738972 -0.20 0.24 -0.15
```
Positions in Å, forces in eV/Å.

net charge = 0
DFT total energy = -221042.32057 eV
HOMO = -7.96 eV
F_max = 8.3 eV Å⁻¹
ΔE to the lowest compared entry with this formula, charge and spin = 439.93 kcal/mol
HOMO-LUMO gap = 6.880 eV



ORCA calculation (ωB97M-V/def2-TZVPD) on a cluster of 3 separate species, C32H57F4IN2O13PS in total in a non-equilibrium geometry.

The geometry in XYZ format:
```
111
Properties=species:S:1:pos:R:3:forces:R:3
C 5.202748 2.813884 3.564761 -0.34 0.09 0.23
C 4.887421 1.342548 3.415117 0.46 0.03 0.35
O 3.531247 1.080512 3.093701 -0.30 -0.22 0.10
C 3.276156 1.131806 1.734791 0.42 0.19 0.08
C 1.781315 0.814798 1.482865 -0.11 0.52 0.96
C 1.056768 2.174705 1.712847 -0.21 0.09 -0.52
C 1.189005 2.872975 3.040470 -0.13 -0.71 -0.70
O 2.029091 3.609211 3.367673 1.32 0.99 0.43
F 0.105469 2.700013 3.763665 -1.04 -0.22 0.76
C 1.113022 -0.293133 2.400660 0.02 0.08 0.13
C -0.447835 -0.155134 2.512624 -0.13 -0.16 -0.38
C -1.237995 -1.407280 2.154183 -0.71 0.29 0.18
C -2.744608 -1.099699 2.277858 0.46 0.00 -0.46
I -3.834772 -2.814407 2.882006 -0.08 0.01 0.03
P 1.582079 -0.630644 4.229464 -0.55 -0.96 0.42
N 0.498159 -1.603087 4.750612 0.34 0.16 -0.18
O 1.586793 0.735924 5.019126 0.52 0.29 -0.49
O 3.065486 -1.242340 4.348417 0.02 0.43 -0.43
O 1.372043 -1.642945 1.972580 0.55 0.09 -0.06
C 2.047579 -1.994129 0.790964 -0.20 0.27 0.17
S 3.859914 -1.975789 1.139249 0.09 0.01 0.39
C 1.499246 -3.418747 0.508940 0.29 -0.39 -0.03
C 2.413466 -4.639944 0.611320 -0.31 -0.47 -0.33
C 3.209420 -5.024574 -0.652252 -0.02 0.07 0.53
C 4.715604 -4.780674 -0.622042 -0.01 0.11 -0.72
O 5.372143 -5.890517 -1.202734 -0.13 -0.10 0.07
C 6.429356 -5.556647 -2.076299 0.02 -0.25 0.19
C 1.586700 -1.087973 -0.354166 0.24 -0.66 0.25
C 2.204241 -1.581730 -1.672387 -0.05 -0.35 -1.00
C 1.213028 -2.184719 -2.703808 -0.07 0.12 0.40
N 1.630584 0.437311 -0.060190 -0.30 0.04 -0.49
C 0.325809 0.987695 -0.585011 -0.64 0.17 -0.17
C -0.126547 0.561869 -1.982403 -0.27 -0.05 0.15
C -1.004886 1.655203 -2.547194 0.22 0.20 -0.22
F -0.282349 2.730969 -2.931340 -0.16 -0.25 0.17
F -1.885807 2.073534 -1.619203 0.01 0.08 -0.26
F -1.679848 1.220329 -3.618450 0.00 0.10 0.21
C 2.701932 1.086879 -0.883576 0.04 0.31 -0.77
O 2.670161 2.453866 -0.671357 0.20 -0.21 0.09
C 3.826879 3.099815 -1.193290 0.09 0.23 -0.15
H 6.242450 2.945013 3.849815 0.18 -0.01 -0.13
H 4.987825 3.389842 2.669579 0.10 0.05 -0.19
H 4.599346 3.236091 4.363039 -0.12 0.07 0.06
H 5.560952 0.877492 2.689743 -0.12 -0.13 -0.23
H 5.071895 0.841025 4.361895 -0.09 -0.11 0.08
H 3.945752 0.450930 1.226067 -0.03 -0.21 -0.09
H 3.488032 2.135315 1.367564 -0.15 0.11 -0.06
H -0.004567 2.123356 1.535177 -0.15 -0.11 0.07
H 1.432713 2.901587 1.002888 0.28 -0.06 0.00
H -0.716605 0.109341 3.529784 -0.01 0.13 0.12
H -0.857348 0.630040 1.883849 0.10 0.14 0.11
H -0.990269 -2.222855 2.819168 0.34 -0.10 -0.03
H -1.065632 -1.684427 1.114224 0.20 -0.32 -0.05
H -2.944915 -0.269113 2.944211 -0.16 -0.14 0.36
H -3.157854 -0.829246 1.312433 -0.11 0.06 -0.02
H 0.852421 -2.508906 5.021256 -0.25 -0.16 0.08
H 2.015422 0.612909 5.877355 -0.19 0.16 0.17
H 3.014205 -2.173332 4.100175 0.15 -0.11 0.14
H 4.339365 -1.846619 -0.098187 -0.05 -0.10 -0.21
H 0.690351 -3.565808 1.217479 -0.11 0.20 0.15
H 1.027813 -3.459124 -0.471329 -0.04 0.08 -0.14
H 1.720483 -5.464983 0.772418 -0.11 -0.05 0.12
H 3.040196 -4.638221 1.497771 0.15 0.21 0.09
H 2.744081 -4.542665 -1.510427 0.06 -0.01 -0.25
H 3.091959 -6.091496 -0.815977 0.02 -0.15 0.00
H 4.959133 -3.898601 -1.224468 0.07 0.22 0.10
H 5.075069 -4.604554 0.390690 0.08 -0.08 0.18
H 6.052776 -5.165013 -3.022576 -0.04 0.22 -0.06
H 7.119285 -4.853914 -1.609966 0.10 0.17 -0.04
H 6.972519 -6.471589 -2.287563 0.04 -0.11 0.00
H 0.528808 -1.337163 -0.369356 -0.21 0.36 -0.06
H 2.904157 -2.383049 -1.461294 0.09 -0.01 0.38
H 2.811517 -0.870743 -2.216786 0.07 0.22 0.22
H 1.472036 -3.214275 -2.922683 0.11 -0.10 -0.12
H 1.206772 -1.627709 -3.633798 -0.03 0.01 -0.17
H 0.198202 -2.204720 -2.318002 -0.15 -0.04 -0.01
H 0.344328 2.066942 -0.563823 0.46 0.12 0.05
H -0.454463 0.693760 0.104251 0.06 -0.22 0.09
H -0.766657 -0.312382 -1.913591 0.02 -0.16 -0.10
H 0.641692 0.360041 -2.717128 0.21 0.06 -0.01
H 2.481898 0.895345 -1.931703 -0.26 -0.03 -0.02
H 3.665919 0.614702 -0.705812 0.09 0.07 0.42
H 3.848646 4.102374 -0.785171 -0.08 0.11 0.06
H 3.781367 3.163924 -2.279202 -0.03 -0.06 -0.13
H 4.741499 2.585697 -0.900040 0.06 -0.14 0.10
C -4.620574 1.518464 -0.568578 0.25 -0.14 0.16
C -5.777088 0.759221 0.023948 0.08 0.19 -0.02
C -6.989985 1.593261 0.364322 -0.18 -0.01 0.05
O -7.539117 0.884260 1.487357 0.14 0.02 -0.03
C -6.536800 0.211708 2.094079 -0.06 0.09 -0.15
O -6.603579 -0.321140 3.148714 0.01 -0.05 0.16
O -5.417149 0.233504 1.314631 -0.09 -0.04 -0.07
H -4.217156 2.233487 0.150678 -0.12 0.05 0.02
H -3.817072 0.832214 -0.832013 -0.02 -0.05 -0.05
H -4.929356 2.053820 -1.461959 -0.06 0.00 -0.04
H -6.055484 -0.084017 -0.614608 -0.04 -0.01 0.01
H -7.716213 1.655807 -0.438177 -0.14 -0.05 0.09
H -6.724169 2.602027 0.690847 0.07 0.00 -0.03
C -7.269074 3.404612 -6.330746 -0.26 -0.01 -0.01
C -7.147390 3.630047 -4.845887 0.05 -0.08 -0.19
C -6.282448 2.627740 -4.108450 0.08 0.04 0.11
O -6.883564 2.602945 -2.803433 0.04 -0.02 -0.24
C -8.192642 2.960609 -2.948270 0.05 0.03 -0.11
O -9.005169 2.852740 -2.093440 -0.09 -0.03 0.15
O -8.414441 3.438502 -4.186688 0.04 0.07 0.03
H -7.770360 2.457958 -6.532320 0.08 -0.06 0.03
H -7.858119 4.194521 -6.793238 0.03 0.03 0.00
H -6.283138 3.393155 -6.795287 0.03 0.02 0.02
H -6.818942 4.651289 -4.636253 0.01 -0.01 0.06
H -5.240730 2.932059 -4.034618 -0.02 0.02 0.12
H -6.341036 1.626255 -4.540750 -0.05 0.02 -0.06
```
Positions in Å, forces in eV/Å.

net charge = +1
DFT total energy = -102793.31414 eV
HOMO = -10.74 eV
F_max = 1.7 eV Å⁻¹
ΔE to the lowest compared entry with this formula, charge and spin = 0.00 kcal/mol
HOMO-LUMO gap = 8.173 eV